1.
{
  "formula": "C5H10NO2",
  "method": "wB97M-V/def2-TZVPD",
  "lumo_energy_ev": [0.956, -2.172],
  "e_above_lowest_ev": 1.8342,
  "largest_force_ha_per_bohr": 0.0752,
  "orbital_gap_ev": [10.40, 7.64],
  "multiplicity": 2,
  "homo_ev": [-9.447, -9.815],
  "species": ["O", "O", "N", "C", "C", "C", "C", "C", "H", "H", "H", "H", "H", "H", "H", "H", "H", "H"],
  "positions_angstrom": [[-0.09474, -1.94527, 0.45211], [-1.56991, -0.13273, 0.86722], [1.00736, -0.55414, -1.23328], [-0.37371, -0.48041, 0.92059], [0.74757, 0.31608, -0.10562], [0.18318, 1.72100, -0.55127], [-0.57879, 2.60533, 0.36759], [0.68117, -1.91609, -0.65144], [-1.50877, 2.02115, 0.70254], [0.14728, -0.49442, 1.90233], [-0.94053, 3.42033, -0.24408], [0.27392, -2.48585, -1.50479], [1.04047, 2.19057, -1.05810], [1.68201, -2.35821, -0.45868], [1.54645, 0.32379, 0.60537], [0.29685, -0.19691, -1.88903], [-0.48793, 1.43828, -1.37166], [-0.18420, 2.89806, 1.30429]],
  "forces_ev_per_angstrom": [[-1.199, 2.281, 1.016], [-0.160, 0.155, -0.171], [-1.977, 0.787, 2.162], [1.009, -2.495, -0.261], [-1.024, 1.333, -0.131], [1.625, -2.082, -0.859], [-2.775, -1.432, 0.189], [2.359, -0.829, -2.950], [1.130, 0.932, -0.664], [-0.387, 0.389, -0.124], [0.013, 0.574, 0.298], [-0.192, 0.018, 0.390], [-0.175, 0.230, 0.309], [-0.401, 0.085, 0.165], [0.795, 0.291, 0.131], [0.351, -1.106, -0.160], [-0.118, 0.256, 0.045], [1.125, 0.614, 0.616]],
  "lowdin_spin": [0.0114, 0.5317, 0.0732, 0.1193, 0.1659, 0.0070, 0.0052, 0.0144, 0.0013, 0.0465, 0.0001, 0.0015, 0.0057, 0.0020, 0.0100, 0.0036, 0.0010, 0.0003]
}

2.
{
  "formula": "C5H10NO2",
  "method": "wB97M-V/def2-TZVPD",
  "charge": 1,
  "lumo_energy_ev": -4.401,
  "e_above_lowest_ev": 2.2307,
  "largest_force_ha_per_bohr": 0.0837,
  "orbital_gap_ev": 9.96,
  "smiles": "C/[NH+]=C(\\C)[C@@H](O)C=O",
  "multiplicity": 1,
  "homo_ev": -14.361,
  "species": ["O", "O", "N", "C", "C", "C", "C", "C", "H", "H", "H", "H", "H", "H", "H", "H", "H", "H"],
  "positions_angstrom": [[3.44795, 0.07271, -0.32441], [1.57809, -1.37144, 0.59741], [-0.83751, -0.89300, -0.34138], [2.44237, 0.65296, -0.32524], [-0.73822, 1.44254, 0.64501], [-0.26454, 0.10891, 0.18095], [1.23375, -0.03599, 0.49223], [-2.27818, -1.16243, -0.76676], [-2.26333, -2.08439, -1.33993], [-0.23676, -1.68693, -0.51619], [-0.10359, 2.30034, 0.33934], [-1.60055, 1.74850, 0.16827], [2.33620, 1.74561, -0.71916], [2.43623, -1.54425, 0.30719], [-0.97868, 1.49990, 1.67634], [-2.89975, -1.10640, 0.06499], [-2.52954, -0.35811, -1.52516], [1.25606, 0.67147, 1.38650]],
  "forces_ev_per_angstrom": [[2.178, -1.325, -0.374], [-3.439, 0.457, 1.451], [-1.896, -0.722, -0.580], [-3.171, 2.907, -0.155], [0.179, 0.346, -1.461], [2.629, 1.131, 0.270], [0.401, 0.665, -0.107], [2.124, 2.096, -2.423], [-0.156, -0.205, 0.518], [0.534, -0.155, 0.179], [0.549, -0.920, 0.509], [-2.379, 0.174, -1.095], [-0.036, -1.583, 0.528], [2.688, -0.088, -0.786], [0.260, -0.248, 1.169], [-1.144, -0.245, 1.299], [0.073, -0.811, 1.053], [0.607, -1.475, 0.006]],
  "mulliken_charge": [-0.3786, -0.5750, -0.1450, 0.1411, -1.4618, 0.8667, -0.0875, -0.8442, 0.3576, 0.3127, 0.3595, 0.4844, 0.2787, 0.3411, 0.3995, 0.3266, 0.3392, 0.2852]
}

3.
{
  "formula": "C5H10NO2",
  "method": "wB97M-V/def2-TZVPD",
  "charge": 1,
  "lumo_energy_ev": -3.515,
  "e_above_lowest_ev": 2.5132,
  "largest_force_ha_per_bohr": 0.0920,
  "orbital_gap_ev": 9.98,
  "smiles": "[NH3+][C@@H]1C=C[C@H](O)[C@H]1O",
  "multiplicity": 1,
  "homo_ev": -13.500,
  "species": ["O", "O", "N", "C", "C", "C", "C", "C", "H", "H", "H", "H", "H", "H", "H", "H", "H", "H"],
  "positions_angstrom": [[2.05266, -0.86548, 0.13805], [-0.33008, 1.52429, -1.03925], [-1.52040, -0.90985, -0.50725], [0.09504, 1.06571, 1.25320], [0.63311, 1.23270, -0.07612], [0.94636, -0.40212, -0.48770], [-0.25724, -0.98815, 0.23227], [-0.35586, -0.17241, 1.44620], [2.80167, -0.50929, -0.18772], [-1.91285, 0.13805, -0.68203], [-2.28419, -1.44165, -0.02230], [-0.01680, 2.10895, -1.73110], [0.79374, -0.42188, -1.62088], [-1.44036, -1.35430, -1.42254], [0.24611, 1.75018, 2.00166], [0.00333, -2.10058, 0.47119], [1.53062, 1.87237, -0.13014], [-0.98487, -0.52655, 2.36448]],
  "forces_ev_per_angstrom": [[-3.160, -2.933, 1.584], [-1.515, 1.008, -0.360], [-2.937, 1.327, -0.999], [-0.393, -2.057, 0.194], [2.493, -2.519, -2.277], [-1.680, 3.843, -0.742], [1.793, -2.691, 0.885], [-2.267, 0.348, 2.836], [3.967, 1.874, -1.773], [1.603, -2.604, 0.561], [0.796, 0.621, -0.273], [0.155, 0.198, -0.003], [0.967, -0.434, 1.195], [0.039, 0.094, -0.193], [-0.242, 1.773, 1.642], [-0.865, 1.743, -0.537], [-0.377, -0.244, -0.121], [1.623, 0.652, -1.617]],
  "mulliken_charge": [-0.4657, -0.5616, -0.2682, -0.4362, -0.2046, -0.1718, -0.1363, -0.6847, 0.3506, 0.4162, 0.3919, 0.3429, 0.2787, 0.3622, 0.5591, 0.3855, 0.5118, 0.3303]
}

4.
{
  "formula": "C5H10NO2",
  "method": "wB97M-V/def2-TZVPD",
  "charge": 1,
  "lumo_energy_ev": -3.629,
  "e_above_lowest_ev": 2.3679,
  "largest_force_ha_per_bohr": 0.0543,
  "orbital_gap_ev": 10.42,
  "smiles": "[NH3+][C@H]1[C@H](O)C=C[C@@H]1O",
  "multiplicity": 1,
  "homo_ev": -14.052,
  "species": ["O", "O", "N", "C", "C", "C", "C", "C", "H", "H", "H", "H", "H", "H", "H", "H", "H", "H"],
  "positions_angstrom": [[-2.01585, 1.18883, -0.47158], [1.74523, -1.01896, -1.38117], [-0.67074, -1.74452, 0.80145], [-0.94592, 0.77163, 0.30423], [1.32076, 1.13897, -0.28293], [1.21746, -0.35837, -0.21870], [-0.30341, -0.61180, -0.11678], [0.22424, 1.74034, 0.11092], [2.10892, 1.75023, -0.74495], [-0.96448, -1.28726, 1.73374], [0.04032, 2.83126, 0.18665], [0.21143, -2.25547, 0.97162], [-1.37585, -2.36468, 0.39035], [-1.12298, 0.57773, 1.46501], [-0.58414, -0.99569, -1.19965], [1.97440, -0.80306, 0.60360], [1.67130, -0.42684, -2.15700], [-2.53071, 1.86766, 0.00519]],
  "forces_ev_per_angstrom": [[-0.777, -0.335, 0.591], [-0.290, 0.527, -0.117], [0.610, 1.105, 1.559], [1.567, -0.753, 2.094], [0.492, 0.605, -0.529], [2.666, -0.833, -0.086], [-0.671, 0.289, -2.615], [-1.546, 0.370, 0.366], [0.265, -0.885, 0.606], [0.150, -1.338, -1.565], [0.212, -0.891, -0.183], [-0.619, -0.209, 0.038], [0.015, 0.175, 0.468], [-0.447, 0.922, -1.883], [0.266, 1.138, 2.198], [-2.204, 0.910, -1.129], [0.017, -0.405, 0.515], [0.293, -0.392, -0.326]],
  "mulliken_charge": [-0.5035, -0.5399, -0.2261, 0.2335, -0.8605, 0.1091, -0.2869, -0.3331, 0.3935, 0.3914, 0.3629, 0.3685, 0.3925, 0.0664, 0.2866, 0.3978, 0.3564, 0.3912]
}

5.
{
  "formula": "C5H10NO3",
  "method": "wB97M-V/def2-TZVPD",
  "charge": -1,
  "lumo_energy_ev": 3.634,
  "e_above_lowest_ev": 0.5988,
  "largest_force_ha_per_bohr": 0.0441,
  "orbital_gap_ev": 8.03,
  "multiplicity": 1,
  "homo_ev": -4.401,
  "species": ["O", "O", "O", "N", "C", "C", "C", "C", "C", "H", "H", "H", "H", "H", "H", "H", "H", "H", "H"],
  "positions_angstrom": [[-0.13850, 3.79702, 0.71047], [-2.00182, -1.03665, -2.62733], [-0.11879, 1.53550, 0.72348], [-1.65094, -0.78428, -0.40532], [0.96985, 2.70101, 2.49457], [0.28957, -1.41207, -1.70365], [0.48549, -2.68659, -0.90790], [-1.19622, -0.99771, -1.71778], [0.13363, 2.66973, 1.16633], [-1.07565, -0.19038, 0.18377], [1.09882, 3.70240, 2.89123], [0.62892, -3.62559, -1.45348], [1.44770, -2.62577, -0.37114], [-0.23753, -2.88755, -0.12355], [1.98355, 2.33033, 2.29625], [-2.60250, -0.49197, -0.38197], [0.76765, -0.50052, -1.36262], [0.62049, 2.07576, 3.32805], [0.59628, -1.57267, -2.73940]],
  "forces_ev_per_angstrom": [[-0.171, -0.322, -0.269], [0.713, -0.060, -0.559], [-0.327, -0.859, -0.496], [0.756, 0.056, -0.892], [0.509, -0.255, 0.271], [-1.567, 0.361, -1.527], [1.722, -0.562, 1.222], [-0.921, -0.751, 1.930], [0.568, 0.965, 1.187], [0.349, 0.211, 0.109], [-0.177, 0.311, -0.125], [-0.468, 0.390, -0.567], [-0.200, 0.144, -0.002], [-0.311, 0.324, -0.139], [-0.082, -0.044, -0.204], [-0.613, 0.254, -0.127], [0.588, -0.200, 0.586], [-0.360, -0.081, -0.418], [-0.009, 0.120, 0.021]],
  "mulliken_charge": [-0.7032, -0.6489, -0.7181, -0.4304, -0.8760, -0.3555, -1.0447, 0.3780, 0.4848, 0.3659, 0.2957, 0.3360, 0.2786, 0.3633, 0.2091, 0.2460, 0.3110, 0.2526, 0.2556]
}